[1]
This record from the Open Molecules 2025 dataset describes a 2-piece molecular cluster, C5H11O3 overall in a non-equilibrium geometry. The level of theory is wB97M-V/def2-TZVPD.

```
19
Properties=species:S:1:pos:R:3:forces:R:3
C 1.624254 0.569971 -0.089710 1.2 -0.6 0.0
C 2.654307 1.463983 0.630148 -0.2 -0.3 0.5
C 2.064345 -0.930514 -0.018744 -0.2 0.0 0.2
O 3.207127 -1.185818 -0.456778 -0.1 0.1 0.0
O 1.222831 -1.720974 0.484297 0.1 0.1 -0.2
H 0.622736 0.617869 0.324165 -0.1 0.4 -0.2
H 1.725508 0.818797 -1.146276 -0.8 0.1 -0.1
H 3.318487 1.943957 -0.083664 0.0 0.2 0.1
H 3.277188 0.848040 1.270595 0.2 -0.2 0.1
H 2.203611 2.197797 1.303815 -0.1 0.2 -0.3
C -2.415491 0.021183 -0.707380 -0.6 0.3 0.7
C -2.039511 -1.270009 -0.034768 0.3 -0.1 -0.1
O -3.695669 0.556383 -0.277672 0.2 -0.3 -0.2
H -1.647900 0.753729 -0.450206 0.0 0.1 -0.4
H -2.497442 -0.131493 -1.781160 0.2 0.2 -0.1
H -2.158048 -1.220532 1.052668 0.2 0.2 0.0
H -3.847185 0.201292 0.601727 0.0 0.0 0.1
H -0.972760 -1.421741 -0.262874 -0.2 -0.4 0.4
H -2.646390 -2.111921 -0.358183 0.0 -0.1 -0.3
```
Forces are in eV/Å.

Summary:
Spin multiplicity   1
Total charge   -1
E_LUMO   3.453 eV
Largest force on an atom   0.0253 hartree/bohr
HOMO level   -4.07 eV

[2]
This record from the Open Molecules 2025 dataset describes C4H11ClNO3RhZn as an isolated structure in a non-equilibrium geometry. The level of theory is wB97M-V/def2-TZVPD.

```
22
Properties=species:S:1:pos:R:3:forces:R:3
Rh -1.383845 1.606826 -2.542836 1.1 -0.7 0.6
Cl -3.240651 0.416474 -1.836442 -1.0 -0.3 0.0
C -0.061635 0.070845 -3.197837 0.3 -0.8 -0.8
C -0.749630 2.621484 -0.823952 0.0 1.2 0.8
H 0.143505 0.422346 -4.233013 0.3 -0.5 0.2
H 0.905986 -0.156436 -2.675462 -0.8 0.6 -0.3
H -0.604224 -0.902610 -3.246675 0.2 0.6 0.0
H -0.576119 3.644576 -1.228868 0.1 -0.1 0.5
H 0.134064 2.325745 -0.207448 -0.5 -0.1 -0.8
H -1.594609 2.677376 -0.109471 0.2 0.0 -0.3
Zn 0.578337 -0.634524 1.382259 -0.1 -0.7 0.5
C -0.280626 0.201084 2.874838 -0.7 0.3 0.6
C 2.173909 -0.240732 0.450746 0.2 0.6 -3.6
H 0.250124 1.084770 3.213336 0.2 0.3 0.1
H -1.314697 0.487891 2.720455 -0.3 0.1 0.0
H -0.254804 -0.535773 3.672252 -0.1 -0.2 0.4
H 2.227541 0.885177 0.204803 0.6 -1.6 0.1
H 2.318663 -0.893718 -0.539323 0.3 1.5 1.9
O 0.206029 -4.520234 1.554374 0.1 0.2 0.1
N 0.337948 -3.304310 1.538428 -0.3 1.6 -0.3
O 1.358379 -2.714748 2.048304 -1.6 -1.1 -0.6
O -0.573644 -2.541508 0.981533 1.8 -1.1 0.9
```
Forces are in eV/Å.

Summary:
Spin multiplicity   5
Total charge   -2
E_LUMO (spin up / spin down)   5.321 / 5.223 eV
Largest force on an atom   0.0714 hartree/bohr
HOMO level (spin up / spin down)   0.09 / -1.90 eV

[3]
This record from the Open Molecules 2025 dataset describes a 9-piece molecular cluster, C22H60B2F14N5O11S2 overall in a non-equilibrium geometry. The level of theory is wB97M-V/def2-TZVPD.

```
116
Properties=species:S:1:pos:R:3:forces:R:3
C 1.499666 -3.550795 1.340237 -1.9 1.0 -1.4
C 1.046947 -2.342033 2.179110 -1.9 -1.0 -0.3
C 1.200155 -2.772712 3.570850 -0.9 -0.6 1.8
O 0.933481 -1.676876 4.409669 -0.4 -0.2 -0.5
C 1.193151 -1.847386 5.786979 0.0 0.3 -1.3
N 1.805869 -1.144219 1.935753 2.9 0.2 -0.9
H 2.773842 -1.139437 2.322508 -0.6 -0.5 -0.5
H 1.828577 -0.981361 0.905665 0.2 0.3 0.4
H 1.412902 -0.323155 2.329636 -1.2 1.1 0.6
H 1.766370 -3.171246 0.326452 0.0 -0.7 0.6
H 0.572064 -4.172254 1.239555 1.0 0.3 -0.1
H 2.283832 -4.126559 1.813168 0.3 0.0 -0.1
H -0.035186 -2.014495 2.000725 1.6 -0.8 0.0
H 2.207715 -3.140893 3.745445 0.4 -0.1 0.1
H 0.492519 -3.636339 3.740455 0.6 0.8 0.0
H 0.465840 -1.253851 6.261886 -0.5 1.0 1.0
H 2.201456 -1.587900 5.960353 1.2 0.8 0.6
H 1.109580 -2.823944 6.159839 -0.5 -1.8 0.1
C -3.336820 1.446365 0.640329 -0.9 -0.6 -1.4
C -2.615818 1.346955 -0.685330 1.5 -1.9 0.0
C -3.012755 2.482857 -1.622720 -1.1 -0.3 0.2
O -2.304022 2.559838 -2.821710 0.5 1.4 1.3
C -2.483978 1.495448 -3.679695 2.0 -2.3 0.4
N -1.134263 1.466282 -0.394333 1.7 -0.4 0.1
H -0.899449 1.928344 0.489216 -0.3 0.2 0.0
H -0.571420 0.582772 -0.291917 -1.0 0.1 -0.1
H -0.585146 1.922961 -1.131654 -0.4 0.3 -0.2
H -4.402847 1.514853 0.444267 -0.2 0.9 -0.1
H -2.926731 2.264010 1.179119 -0.1 0.8 0.8
H -3.353292 0.536909 1.182340 0.9 -0.9 0.8
H -2.620419 0.280000 -1.085943 -0.8 1.6 0.2
H -2.894761 3.429580 -1.035022 -0.1 -0.5 -0.8
H -4.096737 2.294635 -1.825605 0.5 0.4 0.1
H -1.673880 1.586103 -4.450925 -1.2 -0.2 0.5
H -3.483355 1.407519 -4.027522 -1.0 0.3 -0.9
H -2.336005 0.516651 -3.102684 0.2 0.9 -0.9
C -4.118434 -7.092261 1.020867 0.9 1.1 1.1
C -4.177665 -5.863090 0.127136 -3.1 0.1 -0.2
C -5.346932 -5.980740 -0.925637 0.9 0.2 2.2
O -6.551132 -6.213610 -0.243785 0.1 0.6 -0.2
C -7.325042 -7.164266 -0.947650 -2.7 1.3 0.6
N -4.692455 -4.715698 1.024986 0.9 0.7 0.0
H -4.167796 -4.675701 1.943655 -0.8 -0.1 -1.2
H -4.556753 -3.726507 0.613712 -0.3 -1.5 0.6
H -5.702097 -4.981268 1.153216 0.9 0.6 0.2
H -3.130027 -7.149677 1.493668 -0.1 -0.1 -0.2
H -4.283738 -7.991374 0.465647 -0.3 -0.5 -0.1
H -4.806509 -6.962781 1.884830 0.0 -0.5 -0.8
H -3.333647 -5.583212 -0.452577 1.1 0.3 0.3
H -5.162484 -6.849270 -1.500768 0.6 -0.5 -1.2
H -5.420851 -5.049292 -1.448033 0.1 0.4 -0.9
H -6.754435 -8.042505 -0.987602 0.5 -1.6 -0.3
H -7.701904 -6.862681 -1.978895 0.8 0.0 1.2
H -8.214735 -7.263914 -0.274548 0.6 -0.4 -0.9
C 4.590569 0.829696 -4.860293 -0.5 -1.1 0.3
C 3.908483 -0.495934 -5.231259 -0.3 -0.4 2.6
C 4.457764 -1.670819 -4.367686 0.5 0.2 -1.0
O 3.672586 -2.832512 -4.682663 1.2 0.1 0.6
C 4.267077 -3.997755 -4.074466 -0.5 0.0 -1.0
N 2.410332 -0.448796 -4.955817 0.5 -0.4 -2.1
H 1.940336 -0.250052 -5.904784 0.1 0.9 1.2
H 2.080776 -1.376661 -4.707480 0.1 -0.1 0.6
H 2.177726 0.269834 -4.271357 -0.4 0.1 0.0
H 4.698850 0.977629 -3.786583 -0.5 -0.2 0.2
H 4.032353 1.636193 -5.278723 0.0 0.7 -0.3
H 5.593369 0.806688 -5.217370 0.7 0.1 -0.7
H 3.993429 -0.725567 -6.272684 0.3 -0.2 -0.6
H 4.439477 -1.484731 -3.257546 0.0 0.1 -1.0
H 5.530726 -1.791689 -4.727215 -1.0 -0.2 0.7
H 3.681118 -4.870336 -4.488176 0.8 0.9 0.9
H 4.300284 -3.891004 -2.987919 -0.6 -0.3 0.1
H 5.329780 -4.073850 -4.348087 -0.2 -0.1 -0.4
C 3.090811 6.459805 3.574388 -2.3 -2.8 0.5
C 2.248931 6.130207 4.856429 3.0 0.7 -1.0
C 1.417261 7.323327 5.207633 0.0 -1.3 0.9
O 0.641781 6.869789 6.299994 0.7 0.1 0.2
C -0.139615 7.929120 6.775544 0.1 0.1 0.6
N 1.492924 4.847546 4.733919 1.0 1.1 1.6
H 1.120976 4.761794 5.711148 -0.3 -0.6 -1.4
H 0.810890 4.890309 3.987197 -0.9 -0.2 -0.2
H 2.094849 4.045458 4.439500 -0.4 0.1 0.5
H 3.579144 5.579533 3.170497 0.6 -0.1 0.5
H 3.746517 7.225129 3.798586 1.3 1.6 0.1
H 2.396928 6.652020 2.776939 -0.3 0.9 -0.4
H 2.947721 6.021978 5.718677 -0.5 -0.4 -0.6
H 0.727372 7.572003 4.447521 -0.6 0.6 -1.3
H 2.099744 8.185089 5.402513 -0.6 -0.5 0.2
H -0.886817 8.171028 6.052878 -0.7 0.4 -0.7
H 0.518187 8.793287 6.928296 -0.4 0.0 0.4
H -0.646196 7.589114 7.668295 0.1 0.2 0.3
B -2.297094 -2.638059 0.785432 0.5 0.7 0.0
F -1.843227 -3.298112 1.965351 0.1 0.4 -0.6
F -3.588285 -2.165028 1.046093 -1.0 0.0 0.1
F -1.538632 -1.485847 0.399511 0.0 -1.0 0.5
F -2.373171 -3.563843 -0.253086 0.2 -0.1 -0.1
B 1.892566 -0.317319 -1.563552 1.1 1.1 0.3
F 3.151700 -0.529258 -0.935597 0.2 -0.3 -0.9
F 1.092661 -0.226935 -0.370541 -1.4 0.1 -0.3
F 1.835518 0.891225 -2.271569 0.1 0.0 0.6
F 1.493877 -1.285018 -2.436703 -0.1 -1.0 0.3
C 0.160416 3.126032 -6.962319 -0.3 1.2 0.1
F 0.235231 3.189172 -8.285784 -0.5 0.4 -0.3
F 0.019242 4.352562 -6.428946 0.6 0.3 -0.5
F -0.918259 2.487073 -6.569234 -1.1 -0.9 -0.3
S 1.586378 2.262232 -6.385388 -1.9 -4.2 1.1
O 2.740215 2.910215 -6.867327 1.4 0.8 -0.7
O 1.388839 2.189585 -4.945701 0.5 0.6 0.1
O 1.230758 0.901892 -6.967917 1.3 1.8 0.2
C 2.136322 2.925556 1.116611 0.2 1.5 -0.7
F 3.106431 2.050992 0.891688 -0.5 0.4 -0.2
F 2.655450 4.125739 1.520869 0.7 -0.7 -0.7
F 1.412809 3.201635 -0.006645 0.9 -0.8 0.7
S 1.024084 2.543774 2.462296 -0.2 -0.5 0.6
O 1.842285 2.395381 3.654267 0.3 -0.2 -0.2
O 0.274754 3.774761 2.440909 -1.1 0.2 0.3
O 0.332238 1.335936 2.060720 -0.2 0.0 0.0
```
Forces are in eV/Å.

Summary:
Spin multiplicity   1
Total charge   +1
E_LUMO   -1.769 eV
Largest force on an atom   0.0928 hartree/bohr
HOMO level   -10.41 eV

[4]
This record from the Open Molecules 2025 dataset describes C12H20N2O2Pt as an isolated structure in a non-equilibrium geometry. The level of theory is wB97M-V/def2-TZVPD.

```
37
Properties=species:S:1:pos:R:3:forces:R:3
C -1.080152 -1.072985 -2.624302 -1.7 1.2 -1.9
C 1.555418 -0.173083 -3.280094 0.4 0.0 0.7
C -1.420635 0.262442 -2.798201 -0.8 -2.6 -0.7
H -1.472156 -1.784494 -1.892512 -0.2 0.9 0.3
C 1.229222 1.096891 -2.975371 0.2 0.5 -0.4
H 2.427262 -0.646120 -2.814383 -0.3 0.2 0.1
H -2.083223 0.853621 -2.163025 0.3 -0.6 0.4
H 1.728535 1.642457 -2.174930 0.4 0.0 -0.3
C -1.072960 1.041370 -4.019516 -0.4 1.0 -0.3
H -1.880685 1.779923 -4.136379 0.1 -0.2 -0.2
H -1.034810 0.493500 -4.973444 0.0 -0.1 0.6
C -0.370068 -1.828947 -3.715818 0.8 0.0 0.1
H -1.037924 -2.097627 -4.569111 0.3 0.1 0.7
H 0.016699 -2.768006 -3.247730 -0.3 0.6 -0.6
C 0.847885 -1.028978 -4.280496 0.6 -1.3 -0.8
H 0.583086 -0.553450 -5.236614 0.2 0.2 0.6
H 1.585121 -1.792289 -4.561281 -0.1 0.1 -0.2
C 0.221401 1.875467 -3.801788 -0.5 0.0 0.5
H 0.567567 2.168785 -4.814930 0.3 -0.1 0.7
H -0.046526 2.791291 -3.240612 0.2 -0.4 -0.4
Pt 0.556656 -0.026968 -0.665002 -1.8 -0.6 -1.1
H -1.048444 -0.120248 -0.913858 1.4 0.5 1.1
C -0.913397 -1.070782 3.263588 -0.2 0.3 0.3
C -0.577052 -0.308256 2.019277 0.8 0.6 -0.9
N -0.306123 -0.986066 0.898385 0.3 -1.2 0.3
O -0.605134 -2.358659 1.030283 0.0 -1.0 -0.5
C -0.359083 1.077926 1.860898 0.2 -0.9 -0.8
C -0.373068 2.088464 2.954958 -0.3 0.0 0.1
N 0.033613 1.423448 0.577477 -0.2 1.6 2.3
O 0.061735 2.646874 0.256736 0.2 -0.1 -0.2
H -1.037362 -2.133765 2.994295 -0.1 0.7 0.6
H -1.818588 -0.644498 3.725664 0.2 -0.4 -0.1
H -0.092037 -0.953275 3.995692 -0.3 -0.1 -0.3
H -0.505066 -2.828690 0.180051 0.2 1.0 0.4
H 0.633190 2.537780 3.068529 -0.5 -0.1 -0.1
H -1.108824 2.887125 2.746326 0.4 -0.2 0.2
H -0.632574 1.568519 3.898440 0.1 0.4 -0.4
```
Forces are in eV/Å.

Summary:
Spin multiplicity   3
E_LUMO (spin up / spin down)   0.350 / -0.587 eV
Largest force on an atom   0.0556 hartree/bohr
HOMO level (spin up / spin down)   -5.42 / -7.00 eV